(1)
A structure of composition C28H46NP3W in a non-equilibrium geometry, computed with the ωB97M-V functional and the def2-TZVPD basis.

## Properties
2S+1: 3
Lowest unoccupied orbital energy (spin up / spin down), eV: -7.76 / -7.31
Total charge: +2
Frontier orbital gap (spin up / spin down), hartree: 0.2281 / 0.2458
Max |F|, eV/A: 4.53

```
79
Properties=species:S:1:pos:R:3:forces:R:3:lowdin_charge:R:1
C 5.100 0.962 -0.750 -0.3 1.3 -0.3 -0.0358
C 3.796 0.728 -1.169 -0.3 -0.5 0.2 -0.2398
C 3.192 -0.473 -0.751 0.5 0.8 -0.8 -0.2263
C 3.848 -1.334 0.096 0.7 0.2 1.4 -0.1642
C 5.129 -1.028 0.578 0.2 -0.2 0.0 0.0122
C 5.753 0.134 0.146 0.1 -0.9 -0.4 -0.0424
C 2.951 -2.332 0.738 0.5 -1.6 -0.5 -0.0640
C 2.226 -3.049 -0.422 -0.4 0.1 1.6 -0.1260
C 1.675 -2.191 -1.355 -0.4 -0.8 -0.3 -0.2259
C 0.905 -2.709 -2.417 0.3 1.4 0.7 -0.2357
C 0.698 -4.067 -2.477 -1.2 0.2 -1.0 -0.0408
C 1.185 -4.934 -1.531 1.1 -0.1 0.4 -0.0402
C 1.995 -4.431 -0.520 0.4 -0.3 0.9 0.0081
H 5.580 1.896 -1.056 -0.1 -0.3 0.0 0.1314
H 5.653 -1.699 1.282 -0.5 0.4 -0.4 0.1369
H 6.772 0.354 0.425 0.0 0.1 0.2 0.1197
H 3.483 -3.096 1.306 0.2 0.2 0.1 0.1303
H 0.034 -4.436 -3.256 0.2 -0.1 0.0 0.1309
H 1.005 -5.995 -1.624 -0.1 0.0 0.1 0.1227
H 2.435 -5.128 0.232 -0.4 0.8 -0.6 0.1402
N 1.859 -0.796 -1.145 -0.7 0.6 1.0 -0.1046
W 0.262 0.211 -0.367 3.3 -2.5 1.9 0.9147
C 2.901 1.732 -1.844 -0.5 -0.3 -0.2 -0.2222
H 2.491 1.355 -2.801 0.1 0.2 0.4 0.1050
H 3.363 2.696 -2.036 0.3 0.1 0.0 0.1034
C 0.216 -1.674 -3.266 -0.2 0.1 -0.3 -0.2294
H 0.925 -0.974 -3.744 -0.3 -0.3 0.2 0.1083
H -0.422 -2.126 -4.035 0.2 0.1 0.0 0.1111
P 1.503 2.076 -0.658 2.7 1.5 -0.4 0.6807
P -0.884 -0.707 -2.137 -1.6 -2.3 -2.8 0.7238
C -2.178 -1.937 -1.755 -0.4 -0.1 0.0 -0.1966
H -2.844 -1.588 -0.955 0.1 -0.2 -0.3 0.0350
H -2.766 -2.100 -2.669 0.1 -0.1 0.3 0.0775
H -1.752 -2.893 -1.423 0.1 0.3 -0.2 0.0569
C -1.627 0.563 -3.146 -0.4 0.2 -0.6 -0.2242
H -2.207 0.045 -3.926 0.1 0.5 0.1 0.0791
H -2.269 1.200 -2.526 0.1 -0.1 -0.4 0.0290
H -0.830 1.174 -3.599 -0.3 -0.2 0.1 0.0604
C 2.435 2.740 0.752 -0.1 0.5 0.3 -0.1893
H 2.712 3.761 0.450 0.0 -0.2 0.3 0.0774
H 1.829 2.769 1.668 0.3 0.0 -0.3 0.0414
H 3.349 2.167 0.939 -0.3 0.0 -0.1 0.0615
C 0.649 3.434 -1.403 -0.1 0.6 -0.1 -0.2312
H -0.151 3.769 -0.727 0.2 0.2 -0.5 0.0379
H 1.442 4.193 -1.507 -0.6 0.1 -0.2 0.0767
H 0.266 3.113 -2.384 0.0 0.4 0.3 0.0588
H 2.368 -1.730 1.477 -0.4 -0.7 -0.7 0.1131
H 0.926 -0.088 1.226 -0.1 0.3 0.0 -0.0096
C -0.962 3.256 1.985 0.0 0.3 0.2 -0.1022
C -1.382 1.872 2.484 0.3 -0.3 0.3 -0.5180
C -2.671 2.028 3.305 0.2 0.8 0.1 -0.0832
P -1.504 0.532 1.233 -1.5 -0.2 0.8 0.8962
C -1.663 -1.033 2.304 0.2 0.3 0.6 -0.4829
C -3.074 -1.328 2.862 0.5 0.2 0.0 -0.0943
C -1.011 -2.333 1.804 0.0 0.2 -0.4 -0.1050
C -2.997 0.900 0.178 -0.5 -0.4 0.0 -0.5409
C -4.364 0.568 0.794 -0.3 0.1 -0.1 -0.0909
C -3.064 2.350 -0.322 0.0 0.2 -0.2 -0.1148
H -1.735 3.727 1.360 0.4 -0.2 0.2 0.0712
H 0.011 3.276 1.475 -0.5 0.0 0.1 0.0240
H -0.882 3.878 2.888 0.2 0.0 -0.3 0.1020
H -0.579 1.463 3.140 -0.4 0.4 -0.2 0.1183
H -3.503 2.418 2.689 0.4 -0.3 0.4 0.0806
H -2.949 1.132 3.852 -0.1 0.2 -0.1 0.0656
H -2.450 2.810 4.045 -0.2 -0.2 0.0 0.0988
H -1.021 -0.719 3.162 -0.4 0.0 -0.5 0.1165
H -3.690 -1.840 2.120 0.0 0.1 0.2 0.0781
H -2.954 -1.991 3.721 0.0 0.0 0.0 0.0975
H -3.562 -0.415 3.214 -0.1 -0.6 -0.2 0.0490
H 0.053 -2.209 1.558 -0.2 0.0 0.1 0.0390
H -1.093 -3.076 2.606 0.1 0.1 -0.2 0.1001
H -1.516 -2.754 0.929 0.0 0.1 0.1 0.0641
H -2.857 0.239 -0.701 -0.2 0.5 0.5 0.0242
H -4.517 1.077 1.754 0.0 -0.4 -0.4 0.0701
H -5.134 0.947 0.117 0.0 0.0 0.0 0.0958
H -4.545 -0.499 0.906 0.1 0.1 0.1 0.0649
H -2.117 2.742 -0.741 -0.4 -0.2 0.2 0.0544
H -3.824 2.391 -1.120 0.3 0.0 0.2 0.1000
H -3.426 3.032 0.465 0.3 -0.3 -0.3 0.0855
```
Forces are in eV/Å.


(2)
A structure of composition C28H47BrFeN5O2 in a non-equilibrium geometry, computed with the ωB97M-V functional and the def2-TZVPD basis.

## Properties
Lowest unoccupied orbital energy (spin up / spin down), eV: -2.42 / -2.42
Total charge: +1
Frontier orbital gap (spin up / spin down), hartree: 0.2858 / 0.2642
Max |F|, eV/A: 2.69

```
84
Properties=species:S:1:pos:R:3:forces:R:3:lowdin_charge:R:1
Fe 0.161 0.138 0.302 2.1 1.5 -0.7 0.5808
C 1.989 0.379 1.659 -0.1 -0.5 -0.1 -0.0540
C 0.835 0.855 2.341 -0.6 -0.7 0.1 -0.1616
C 0.416 2.031 1.624 -0.8 0.1 0.0 -0.1380
C 1.296 2.180 0.529 -0.4 0.2 -0.3 -0.0560
C 2.283 1.189 0.550 0.2 -0.6 -0.4 -0.2321
C 3.537 1.145 -0.314 -0.1 0.0 0.2 -0.5495
C 4.669 1.814 0.478 0.1 0.0 0.0 -0.0324
C 3.337 1.906 -1.626 0.0 0.1 0.1 -0.0424
C 3.943 -0.287 -0.647 0.1 0.0 0.1 -0.0476
C -0.651 3.108 1.910 0.0 -0.1 0.0 -0.5113
C -0.357 4.366 1.078 0.0 0.0 0.0 -0.0669
C -2.070 2.671 1.526 0.0 0.0 0.1 -0.0346
C -0.593 3.550 3.377 0.1 0.1 0.0 -0.0391
C 0.298 0.105 3.578 0.2 0.2 0.0 -0.5176
C -1.232 0.105 3.680 0.0 -0.1 0.0 -0.0366
C 0.710 -1.375 3.524 0.2 0.0 0.1 -0.0528
C 0.925 0.691 4.852 -0.1 0.1 0.1 -0.0328
H 2.602 -0.449 1.983 -0.1 -0.1 -0.1 0.1197
H 1.271 2.993 -0.178 -0.1 0.0 0.0 0.1074
H 4.415 2.850 0.710 0.0 0.0 0.0 0.0929
H 5.598 1.810 -0.098 0.0 0.0 0.0 0.0889
H 4.845 1.291 1.419 0.0 0.0 0.0 0.0901
H 3.139 2.965 -1.451 0.0 0.0 0.0 0.0882
H 2.503 1.496 -2.196 0.0 0.0 -0.1 0.0583
H 4.235 1.836 -2.243 0.0 0.0 0.0 0.0924
H 4.163 -0.869 0.251 0.0 0.0 0.0 0.0894
H 4.835 -0.296 -1.277 0.0 0.0 0.0 0.0931
H 3.140 -0.781 -1.190 0.0 0.0 -0.2 0.0491
H -0.473 4.185 0.007 0.0 0.0 0.0 0.0796
H 0.649 4.748 1.262 0.0 0.0 0.0 0.0942
H -1.068 5.146 1.354 0.0 0.0 0.0 0.0888
H -2.117 2.451 0.459 0.0 0.0 0.0 0.0719
H -2.774 3.480 1.736 0.0 0.0 0.0 0.0937
H -2.405 1.784 2.057 0.0 0.0 0.0 0.0644
H 0.415 3.882 3.635 0.0 0.0 0.0 0.0983
H -0.874 2.768 4.075 0.0 0.0 0.0 0.0505
H -1.274 4.390 3.533 0.0 0.0 0.0 0.0904
H -1.683 -0.255 2.751 0.0 0.0 0.0 0.0733
H -1.654 1.080 3.899 0.0 0.0 0.0 0.0606
H -1.538 -0.567 4.486 0.0 0.0 0.0 0.0910
H 0.405 -1.839 2.591 0.0 -0.1 0.0 0.0521
H 0.230 -1.914 4.344 0.0 0.0 0.0 0.0930
H 1.787 -1.511 3.634 0.0 0.0 0.0 0.0840
H 0.696 1.749 4.967 0.0 0.0 0.0 0.0661
H 2.012 0.586 4.820 0.0 0.0 0.0 0.0906
H 0.559 0.165 5.737 0.0 0.0 0.0 0.0905
N 0.049 0.278 -1.894 0.0 -0.4 0.3 0.0826
C -1.320 0.565 -2.338 0.0 0.1 -0.2 -0.2397
C -1.719 -0.067 -3.683 0.1 -0.1 0.1 -0.1244
C -1.398 -1.553 -3.914 -0.1 0.1 0.1 -0.1603
C -2.056 -2.557 -2.950 -0.1 0.2 0.0 -0.1346
N -3.428 -2.209 -2.577 0.1 0.0 0.0 0.0994
C -4.421 -2.029 -3.436 -0.1 -0.1 0.0 -0.4432
N -5.419 -1.221 -3.082 0.1 0.0 0.0 0.2231
N -4.433 -2.659 -4.618 0.0 0.0 0.0 0.2220
C -2.287 0.271 -1.192 -0.1 -0.1 0.1 -0.5939
O -3.511 0.258 -1.416 0.0 -0.1 -0.1 -0.0085
O -1.755 0.042 -0.074 -0.5 0.0 0.6 -0.0771
H 0.716 0.849 -2.394 0.1 0.1 0.1 0.0881
H 0.288 -0.692 -2.076 0.0 0.0 -0.2 0.0735
H -1.393 1.649 -2.474 0.0 0.0 0.0 0.1648
H -1.219 0.491 -4.478 0.0 0.0 0.0 0.1224
H -2.789 0.102 -3.809 0.0 0.1 0.0 0.1091
H -0.318 -1.722 -3.879 0.0 0.0 0.0 0.1105
H -1.697 -1.787 -4.937 0.0 0.0 0.0 0.1065
H -1.508 -2.602 -2.009 0.0 0.0 0.0 0.1044
H -2.030 -3.564 -3.370 0.1 0.0 0.0 0.1218
H -3.509 -1.597 -1.767 0.0 0.0 0.0 0.1187
H -5.212 -0.524 -2.372 0.0 0.0 0.0 0.1106
H -6.208 -1.076 -3.685 0.0 0.0 0.0 0.1295
H -3.775 -3.395 -4.800 0.0 -0.1 0.0 0.1205
H -5.229 -2.591 -5.227 0.0 0.0 0.0 0.1298
Br -2.421 -4.662 1.651 -0.1 0.0 0.1 0.8125
C -0.920 -3.891 0.835 0.0 0.1 -0.1 -0.6757
C 0.130 -4.672 0.388 0.1 -0.1 0.0 -0.0839
C 1.200 -4.039 -0.223 0.0 0.0 -0.1 -0.0227
C 1.182 -2.661 -0.356 -0.1 -0.1 0.0 -0.0962
N 0.168 -1.910 0.082 -0.2 0.2 0.5 0.0009
C -0.873 -2.518 0.669 -0.1 -0.2 -0.2 -0.1910
H 0.112 -5.746 0.516 0.0 0.0 0.0 0.1159
H 2.042 -4.607 -0.595 0.0 0.0 0.0 0.1187
H 1.999 -2.142 -0.828 0.1 0.0 0.1 0.0850
H -1.686 -1.883 0.991 0.1 0.0 0.1 0.1031
```
Forces are in eV/Å.


(3)
A structure of composition C28H47BrNO3P3Ti in a non-equilibrium geometry, computed with the ωB97M-V functional and the def2-TZVPD basis.

## Properties
Energy relative to the best compared isomer or geometry (same formula, charge and spin), eV: 1.920
2S+1: 3
Lowest unoccupied orbital energy (spin up / spin down), eV: -6.53 / -6.98
Total charge: +2
Frontier orbital gap (spin up / spin down), hartree: 0.2590 / 0.2554
Max |F|, eV/A: 5.86

```
84
Properties=species:S:1:pos:R:3:forces:R:3:lowdin_charge:R:1
C -4.074 0.740 3.923 0.0 -0.1 -0.6 -0.0022
C -3.736 -0.384 3.139 -1.0 0.7 -0.3 -0.2333
C -4.727 -0.945 2.292 0.7 0.4 0.2 -0.0094
C -5.965 -0.316 2.228 0.7 -0.2 0.0 -0.1285
N -6.227 0.784 2.913 -1.0 0.3 0.4 0.0771
C -5.354 1.282 3.778 0.7 -0.5 -0.3 -0.1125
C -2.390 -0.845 3.077 1.5 -1.3 0.1 0.0535
C -1.283 -1.359 3.007 -1.2 1.3 -0.3 0.0627
C -0.017 -1.881 2.612 0.5 -0.4 -0.3 -0.1962
C 0.978 -1.097 1.991 0.9 0.1 1.9 -0.1638
C 2.267 -1.684 1.613 -2.5 -1.6 0.0 -0.2841
C 2.017 -3.050 1.269 2.9 -1.2 0.4 -0.5219
C 1.210 -3.887 2.078 0.6 -0.1 -0.5 -0.0421
C 0.235 -3.255 2.822 -0.5 0.5 0.0 0.0107
Ti 1.782 -0.680 -0.072 -2.3 0.5 -3.0 0.5037
P -0.389 1.063 -0.105 -0.7 0.7 -0.1 0.9421
H -4.495 -1.752 1.599 0.0 0.0 0.4 0.1175
H -3.323 1.264 4.510 -0.1 -0.3 0.1 0.1182
H -6.738 -0.699 1.562 0.1 0.2 0.2 0.1193
H -5.646 2.164 4.344 0.0 -0.1 -0.1 0.1182
H -0.425 -3.748 3.529 0.2 -0.3 -0.3 0.1421
H 0.833 -0.018 2.007 0.1 -0.1 0.4 0.0529
H 1.388 -4.983 2.188 -0.2 1.0 -0.6 0.1519
H 3.221 -1.139 1.366 -0.4 -0.6 0.6 0.1011
C 0.050 2.305 -1.384 0.4 -0.1 -0.1 -0.4097
C -1.022 3.063 -2.166 0.0 0.2 -0.3 -0.1210
H 0.684 1.748 -2.089 0.0 0.2 0.0 0.0495
H 0.727 2.998 -0.863 -0.1 -0.1 -0.1 0.0678
H -0.516 3.685 -2.918 -0.2 -0.2 0.1 0.0883
H -1.692 2.383 -2.705 0.1 0.1 0.2 0.0728
H -1.617 3.751 -1.556 0.1 -0.3 0.0 0.0678
C -2.063 0.414 -0.563 0.3 -0.5 -0.2 -0.3683
C -3.329 1.258 -0.359 -0.2 0.0 0.0 -0.1199
H -2.150 -0.513 0.028 -0.1 0.1 -0.2 0.0684
H -1.979 0.114 -1.618 -0.1 0.0 0.3 0.0448
H -4.184 0.660 -0.716 0.3 0.2 0.2 0.0889
H -3.508 1.479 0.706 0.1 0.0 -0.4 0.0655
H -3.331 2.192 -0.943 0.1 -0.4 0.3 0.0683
C -0.797 2.089 1.379 0.5 -0.4 0.3 -0.3765
C -1.448 3.453 1.162 -0.1 0.2 0.2 -0.1157
H 0.170 2.247 1.878 -0.4 0.0 0.1 0.0490
H -1.402 1.448 2.036 0.1 0.1 -0.1 0.0641
H -1.593 3.921 2.146 0.1 0.0 -0.3 0.0902
H -0.795 4.109 0.575 -0.2 -0.1 0.1 0.0737
H -2.434 3.405 0.690 0.4 0.0 0.1 0.0590
Br 3.275 -3.795 -0.144 -0.8 0.6 2.1 0.8481
P 0.701 -1.740 -2.224 0.1 1.0 1.8 0.9127
C -0.443 -0.968 -3.409 -0.1 0.2 -0.1 -0.3894
C -0.127 -1.305 -4.861 -0.3 0.0 -0.3 -0.1188
H -0.394 0.121 -3.236 0.0 -0.4 -0.1 0.0597
H -1.468 -1.273 -3.146 0.3 0.0 0.0 0.0886
H -0.845 -0.799 -5.515 0.2 -0.1 0.1 0.0923
H 0.874 -0.975 -5.146 -0.1 0.0 0.0 0.0698
H -0.206 -2.379 -5.052 0.0 0.2 0.0 0.0726
C 2.389 -1.773 -2.922 0.1 -0.4 -0.7 -0.4112
C 2.814 -3.166 -3.399 0.6 -0.2 -0.1 -0.1560
H 3.118 -1.413 -2.164 -0.2 -0.1 -0.2 0.0449
H 2.444 -1.058 -3.757 0.0 -0.1 0.3 0.0870
H 3.851 -3.141 -3.756 -0.2 0.0 0.0 0.0937
H 2.796 -3.886 -2.573 -0.2 0.2 -0.5 -0.0190
H 2.182 -3.547 -4.209 0.1 0.2 0.2 0.0790
C 0.078 -3.379 -1.734 0.1 -0.2 0.0 -0.3988
C -0.544 -4.174 -2.872 -0.1 -0.4 0.0 -0.1233
H -0.646 -3.192 -0.922 0.1 0.0 -0.3 0.0879
H 0.905 -3.921 -1.248 -0.3 0.2 -0.3 0.0191
H -0.871 -5.146 -2.492 0.0 0.1 -0.2 0.0902
H -1.417 -3.662 -3.288 0.1 -0.1 0.0 0.0763
H 0.175 -4.353 -3.678 -0.2 0.0 0.1 0.0670
C 3.304 1.031 3.535 0.1 -0.3 0.6 -0.0635
O 3.809 1.045 2.159 -0.5 -0.5 0.1 -0.3097
P 2.948 1.291 0.828 1.9 5.4 1.1 0.7816
O 2.233 2.761 1.243 0.0 -2.2 -0.9 -0.3726
C 2.904 3.809 1.976 0.5 0.3 0.0 -0.0685
O 4.210 1.779 -0.096 -0.9 -0.9 1.1 -0.2990
C 4.074 2.398 -1.368 -0.1 0.4 -0.5 -0.0967
H 3.575 0.046 3.958 -0.1 0.6 -0.2 0.1019
H 2.204 1.165 3.662 0.7 0.0 -0.6 0.0976
H 3.811 1.825 4.127 -0.2 -0.5 -0.7 0.1087
H 2.408 4.746 1.709 0.0 -0.2 0.0 0.1015
H 2.808 3.666 3.060 0.0 -0.1 -0.4 0.0862
H 3.968 3.883 1.699 -0.4 -0.1 0.1 0.1041
H 3.594 3.382 -1.316 0.0 -0.2 0.3 0.0977
H 5.080 2.534 -1.753 0.0 -0.1 0.0 0.1026
H 3.516 1.779 -2.067 -0.1 -0.2 -0.1 0.0720
```
Forces are in eV/Å.